1:
A structure of composition C39H54IrN2O2P2, computed with the ωB97M-V functional and the def2-TZVPD basis.

The geometry in ORCA input format:
```
! RIJCOSX wB97M-V def2-TZVPD def2/J DEFGRID3
* xyz 1 5
Ir -1.99870 0.56304 -0.16241
C -2.75530 0.17154 2.02434
C -3.60082 -0.17201 0.87915
C -2.08691 -1.92168 1.28937
C -1.91846 -0.97007 2.30488
C -3.04697 -1.41212 0.33115
C -3.03498 1.27336 2.98397
H -3.65809 2.05312 2.53567
H -2.10964 1.73765 3.35139
H -3.57176 0.86156 3.85121
C -1.10950 -1.13367 3.53171
H -1.00981 -0.18914 4.07561
H -0.10300 -1.51738 3.30247
H -1.57420 -1.86710 4.20761
C -1.50820 -3.28696 1.25096
H -2.20643 -4.01830 1.68919
H -0.57376 -3.34295 1.82418
H -1.29736 -3.61275 0.22462
C -3.72936 -2.21569 -0.71727
H -4.45357 -2.90192 -0.25409
H -3.01705 -2.81733 -1.29048
H -4.26551 -1.56342 -1.41036
C -4.98300 0.32700 0.63999
H -5.72362 -0.40577 0.99451
H -5.14895 0.48809 -0.42847
H -5.13544 1.26874 1.17135
C 0.02984 5.40282 -1.46680
C -1.10369 5.98443 -1.03481
C -2.16006 6.56518 -1.92648
C -2.31117 5.90126 -3.32015
C -2.10090 4.41055 -3.41105
C -0.95707 3.84383 -3.83717
C 0.36843 4.56330 -3.92074
C 0.62715 5.63490 -2.82445
H -1.95270 7.64048 -2.06855
H -1.65208 6.43045 -4.03004
H -3.13639 6.52738 -1.41738
H 0.29525 6.61050 -3.21097
H 0.67519 4.86384 -0.75708
H -1.23274 6.22104 0.03147
H 1.72013 5.71367 -2.68327
H 1.20059 3.83485 -3.90013
H -0.95911 2.83783 -4.27635
H 0.44727 5.06203 -4.90585
H -3.34361 6.10274 -3.65915
H -3.00609 3.80896 -3.26428
P -0.52232 2.13077 0.23872
P -0.87481 -0.00230 -1.98236
C 0.34911 2.39834 -1.34673
C 0.54591 1.13370 -2.16394
H 1.30527 2.87869 -1.11006
H -0.24933 3.12906 -1.89693
H 0.65852 1.36833 -3.23052
H 1.45753 0.60826 -1.81561
C -0.25041 -1.70415 -1.94680
H -1.09244 -2.40010 -1.83814
H 0.43504 -1.82905 -1.09502
H 0.27955 -1.90595 -2.88838
C -2.09690 0.09415 -3.30007
H -1.65623 0.54692 -4.19368
H -2.96150 0.68054 -2.96112
H -2.42614 -0.92747 -3.52721
C 0.66740 2.11425 1.56114
H 0.18165 1.75220 2.47365
H 1.03191 3.13959 1.71204
H 1.49228 1.44549 1.28504
C -1.81288 3.33800 0.60399
H -2.79977 2.85043 0.51209
H -1.75287 4.15079 -0.11799
H -1.67412 3.72647 1.62125
O 2.73363 0.00087 -0.49231
C 2.66066 -0.93982 0.30472
N 3.66135 -1.89574 0.47593
C 3.22864 -2.96891 1.31096
C 1.97616 -2.28270 1.92503
O 1.41780 -2.74658 2.93987
N 1.62340 -1.21026 1.18730
C 2.72134 -4.16795 0.51411
C 2.10589 -5.20749 1.21754
C 1.55521 -6.29148 0.53121
C 1.60629 -6.32479 -0.86831
C 2.19291 -5.26868 -1.57793
C 2.77386 -4.19846 -0.88048
C 4.28144 -3.27578 2.36393
C 4.89112 -4.52708 2.50544
C 5.82005 -4.73370 3.53609
C 6.16978 -3.68650 4.39124
C 5.61797 -2.41603 4.19196
C 4.66781 -2.21815 3.18415
H 4.48050 -1.88283 -0.11890
H 2.07494 -5.16075 2.30743
H 1.10471 -7.10820 1.09652
H 1.18680 -7.17400 -1.41180
H 2.22166 -5.26593 -2.67239
H 3.28012 -3.40388 -1.43405
H 4.63181 -5.34426 1.82650
H 6.26264 -5.72214 3.66424
H 6.87621 -3.85116 5.20607
H 5.90129 -1.56895 4.81655
H 4.21168 -1.23153 3.04904
*
```

Results
HOMO level (alpha / beta) (Ha): -0.2505 / -0.3869
⟨S²⟩: 6.049
Frontier orbital gap (alpha / beta) (eV): 5.036 / 4.117

2:
A structure of composition C39H54IrN2O2P2, computed with the ωB97M-V functional and the def2-TZVPD basis.

The geometry in ORCA input format:
```
! RIJCOSX wB97M-V def2-TZVPD def2/J DEFGRID3
* xyz 1 5
Ir 0.77093 -1.93568 -0.74364
C -0.33812 -3.40962 0.75597
C 1.06084 -3.62560 0.41844
C 0.89296 -2.00698 2.12520
C -0.40066 -2.47318 1.85481
C 1.81110 -2.61893 1.17458
C -1.46843 -4.23675 0.27036
H -1.18764 -4.72478 -0.66637
H -2.36383 -3.62095 0.10614
H -1.73119 -5.02697 0.99139
C -1.63434 -2.15490 2.60330
H -2.52439 -2.49654 2.06599
H -1.72726 -1.08038 2.82174
H -1.63262 -2.66537 3.57444
C 1.29053 -1.12890 3.25185
H 1.61231 -1.72329 4.12137
H 0.44685 -0.50817 3.58444
H 2.12828 -0.47068 2.98978
C 3.29749 -2.59947 1.24449
H 3.66391 -3.31036 2.00569
H 3.67128 -1.60122 1.50295
H 3.71386 -2.88713 0.27418
C 1.64483 -4.85666 -0.17796
H 2.11118 -5.49706 0.58737
H 2.41489 -4.57121 -0.89788
H 0.88117 -5.43514 -0.70221
C -1.48494 -0.50498 -5.33852
C -1.54344 -1.82361 -5.60799
C -0.65667 -2.56023 -6.55357
C 0.79679 -2.03026 -6.63107
C 1.41185 -1.51553 -5.36004
C 1.54139 -0.20817 -5.09814
C 0.74054 0.86525 -5.77877
C -0.75132 0.53280 -6.13200
H -1.07385 -2.54508 -7.57784
H 0.82692 -1.25358 -7.41480
H -0.63311 -3.61973 -6.25353
H -0.80648 0.29293 -7.20899
H -2.16415 -0.10691 -4.57224
H -2.34928 -2.43754 -5.18934
H -1.30189 1.48027 -5.98264
H 0.75117 1.76778 -5.14089
H 2.34965 0.16838 -4.46522
H 1.21755 1.16449 -6.73310
H 1.41534 -2.87842 -6.97067
H 1.88306 -2.27096 -4.72450
P -1.01303 -0.93571 -1.59935
P 1.89181 -0.02552 -1.12371
C -0.41981 0.45814 -2.61408
C 0.82588 1.14981 -2.07064
H -1.22375 1.20330 -2.71776
H -0.21309 0.04369 -3.60504
H 1.42437 1.58929 -2.88688
H 0.50507 1.97030 -1.39421
C 2.34080 0.85813 0.39510
H 3.04075 0.26651 0.99542
H 1.42585 1.05312 0.97635
H 2.81281 1.81995 0.14283
C 3.41180 -0.39574 -2.05221
H 3.55144 0.30054 -2.89273
H 3.32490 -1.42058 -2.43690
H 4.28498 -0.33042 -1.38725
C -2.53501 -0.42647 -0.78964
H -2.82311 -1.14893 -0.00949
H -3.33674 -0.37010 -1.54877
H -2.39739 0.55898 -0.31219
C -1.29629 -2.46703 -2.52548
H -0.65778 -3.28533 -2.13916
H -1.05483 -2.34952 -3.58149
H -2.34839 -2.74282 -2.40121
O -0.88696 2.68004 -0.17328
C -1.00609 2.48148 1.03898
N -1.14262 3.49708 1.98080
C -1.05077 2.99119 3.31375
C -1.25657 1.47954 2.99806
O -1.52558 0.66375 3.90033
N -1.05193 1.25186 1.68541
C 0.35911 3.10490 3.89924
C 0.61785 2.45928 5.11598
C 1.90521 2.46247 5.65329
C 2.94148 3.09704 4.96104
C 2.69873 3.69396 3.72017
C 1.40299 3.70190 3.19298
C -2.16992 3.52975 4.18113
C -1.93318 4.26342 5.34995
C -3.01905 4.77444 6.07623
C -4.32867 4.54632 5.64007
C -4.55374 3.83041 4.45638
C -3.47279 3.31520 3.73654
H -1.05042 4.45320 1.66275
H -0.19989 1.94755 5.63015
H 2.07901 1.97012 6.61605
H 3.95151 3.10515 5.38106
H 3.50329 4.16410 3.14316
H 1.20444 4.18114 2.22953
H -0.91017 4.43655 5.69410
H -2.81895 5.35527 6.97763
H -5.17315 4.93530 6.21032
H -5.56071 3.66300 4.07944
H -3.64673 2.73999 2.82469
*
```

Results
HOMO level (alpha / beta) (Ha): -0.2645 / -0.3887
⟨S²⟩: 6.043
Frontier orbital gap (alpha / beta) (eV): 5.411 / 4.112

It is 2 that is the most stable of them.

1:
The molecule C4H7Cl, computed with the ωB97M-V functional and the def2-TZVPD basis.

The geometry in ORCA input format:
```
! RIJCOSX wB97M-V def2-TZVPD def2/J DEFGRID3
* xyz 0 1
C -0.39151 -0.45978 -2.48349
C 0.40785 -1.06417 -1.42383
C 0.68950 -0.50720 -0.27080
C -0.02887 0.69641 0.20730
H -0.88879 0.45653 -2.29226
H -1.02695 -1.04434 -3.15235
H 0.39036 -0.02668 -3.16145
H 0.79497 -2.11537 -1.45016
H 1.44736 -0.99076 0.35701
H 0.45157 1.70570 -0.02048
H -1.04678 0.77387 -0.23769
Cl -0.24609 0.54409 1.98719
*
```

Results
SMILES string: C/C=C\CCl
HOMO level (Ha): -0.3487
Frontier orbital gap (eV): 10.476

2:
The molecule C4H7Cl, computed with the ωB97M-V functional and the def2-TZVPD basis.

The geometry in ORCA input format:
```
! RIJCOSX wB97M-V def2-TZVPD def2/J DEFGRID3
* xyz 0 1
C 0.02967 1.39199 0.02417
C -0.18371 -0.06551 0.05919
C 1.07191 -0.84842 -0.00243
C -1.33574 -0.74187 0.08490
H 0.47206 1.71266 0.94501
H 0.67624 1.60793 -0.84461
H -0.91798 1.95615 -0.08686
H 1.02831 -1.93263 -0.34545
H 1.68997 -0.29672 -0.78535
H 1.70795 -0.87888 0.94621
H -1.34035 -1.84619 0.00645
Cl -2.89832 -0.05852 -0.00121
*
```

Results
SMILES string: CC(C)=CCl
HOMO level (Ha): -0.3298
Frontier orbital gap (eV): 9.978

It is 2 that is the most stable of them.

1:
A structure of composition C37H50ClIrN2, computed with the ωB97M-V functional and the def2-TZVPD basis.

The geometry in ORCA input format:
```
! RIJCOSX wB97M-V def2-TZVPD def2/J DEFGRID3
* xyz -1 2
Ir -0.44731 0.20020 -0.28837
C 2.44210 2.88555 -0.85508
C 3.02853 2.06883 -2.00750
C 1.98699 1.62024 -3.05247
C 3.77723 0.81552 -1.60250
C 5.05091 0.65141 -2.13082
C 5.76433 -0.52128 -1.96073
C 5.16278 -1.56304 -1.28752
C 3.89283 -1.45199 -0.71856
C 3.36158 -2.73763 -0.08717
C 3.80144 -2.92577 1.36789
C 1.86588 -2.98724 -0.27049
C 3.19606 -0.22550 -0.82154
N 1.97182 -0.04033 -0.09922
C 2.19800 0.01938 1.22072
C 1.16379 -0.07407 2.16035
N -0.07816 -0.31428 1.76441
C -1.08155 -0.28335 2.77800
C -1.54951 0.96631 3.21918
C -2.55350 1.01144 4.17992
C -3.10153 -0.14752 4.69790
C -2.61297 -1.37098 4.27263
C -1.59581 -1.46950 3.32563
C -1.05849 -2.86701 3.03758
C 0.42239 -3.01347 3.38830
C -1.32655 -3.38912 1.62758
C -0.97769 2.27381 2.69422
C -0.11843 2.94955 3.76740
C -2.06037 3.22629 2.19066
H 2.09326 3.85258 -1.22551
H 3.20355 3.06952 -0.09290
H 1.60631 2.38453 -0.37515
H 3.75527 2.71674 -2.50898
H 1.45890 0.77023 -2.63950
H 2.48527 1.29504 -3.96889
H 1.28300 2.41720 -3.30798
H 5.48032 1.46855 -2.70092
H 6.75972 -0.63099 -2.37387
H 5.68540 -2.50979 -1.19146
H 3.87024 -3.52726 -0.65066
H 3.27386 -2.24693 2.03638
H 4.87393 -2.74716 1.47531
H 3.58837 -3.94774 1.69283
H 1.25585 -2.28110 0.28889
H 1.61970 -3.99594 0.07316
H 1.58029 -2.90176 -1.32076
H 3.21879 0.09922 1.59702
H 1.40204 0.00699 3.21894
H -2.92319 1.97403 4.51342
H -3.89743 -0.10081 5.43160
H -3.01810 -2.28466 4.69401
H -1.61060 -3.52152 3.71981
H 1.04858 -2.49462 2.66491
H 0.70632 -4.06949 3.37649
H 0.63669 -2.61080 4.38072
H -0.86509 -2.75418 0.86985
H -2.39713 -3.43864 1.42440
H -0.91187 -4.39571 1.52271
H -0.34318 2.04416 1.83970
H -0.72205 3.20979 4.64226
H 0.32685 3.86872 3.37885
H 0.68859 2.29492 4.10128
H -2.74580 3.52171 2.99000
H -2.63975 2.75641 1.39650
H -1.59904 4.13605 1.79609
Cl -3.74256 0.53430 0.42536
C -2.32525 -0.52298 -0.19307
H -2.72098 -0.87744 -1.13808
H -2.37106 -1.33114 0.52749
C -1.22720 2.24057 -3.99454
C -1.88187 1.68165 -2.71553
C -2.71352 2.81233 -2.09273
C -0.77677 1.33350 -1.71661
C -2.71337 0.47992 -3.13797
C -2.05649 -0.64065 -3.64939
C -2.76120 -1.75409 -4.07016
C -4.14954 -1.77497 -3.98867
C -4.81378 -0.66979 -3.48320
C -4.10067 0.44871 -3.06451
H -0.63841 3.13085 -3.75967
H -1.99687 2.51452 -4.72081
H -0.56789 1.50590 -4.46310
H -3.42067 3.23032 -2.81666
H -3.25707 2.46351 -1.21421
H -2.04168 3.61680 -1.78435
H -0.04024 2.15828 -1.77811
H -0.97254 -0.65171 -3.66209
H -2.22578 -2.61825 -4.44585
H -4.70414 -2.64900 -4.30846
H -5.89369 -0.67899 -3.39497
H -4.63945 1.28408 -2.63911
*
```

Results
HOMO level (alpha / beta) (Ha): -0.1298 / -0.1476
⟨S²⟩: 0.786
Frontier orbital gap (alpha / beta) (eV): 6.297 / 6.533

2:
A structure of composition C37H50ClIrN2, computed with the ωB97M-V functional and the def2-TZVPD basis.

The geometry in ORCA input format:
```
! RIJCOSX wB97M-V def2-TZVPD def2/J DEFGRID3
* xyz -1 2
Ir 0.30038 -0.66537 -0.56889
C -1.13638 -3.31589 -2.93191
C -2.31283 -2.43290 -3.34676
C -1.83682 -1.15775 -4.07166
C -3.28195 -1.96413 -2.27499
C -4.61364 -1.87450 -2.66485
C -5.57522 -1.30594 -1.84777
C -5.19208 -0.80429 -0.62092
C -3.87379 -0.89157 -0.16839
C -3.64101 -0.33693 1.23319
C -3.93140 -1.40503 2.29571
C -2.30283 0.33279 1.52278
C -2.91159 -1.49573 -0.99582
N -1.59401 -1.73915 -0.49062
C -1.53875 -2.83155 0.28985
C -0.38533 -3.06148 1.02796
N 0.54413 -2.11517 1.01842
C 1.79593 -2.45904 1.60256
C 2.71613 -3.17095 0.81107
C 3.95744 -3.48717 1.34666
C 4.29717 -3.10674 2.63193
C 3.37297 -2.42845 3.40681
C 2.10747 -2.10077 2.92364
C 1.15251 -1.42229 3.90110
C -0.15631 -2.18341 4.13336
C 0.86418 0.04448 3.58325
C 2.35685 -3.62946 -0.59147
C 2.04109 -5.12759 -0.59826
C 3.43435 -3.30363 -1.62452
H -0.67427 -3.72659 -3.83363
H -1.45889 -4.15027 -2.30561
H -0.38030 -2.75822 -2.37964
H -2.91584 -3.01826 -4.04923
H -1.55915 -0.43148 -3.31193
H -2.63903 -0.73011 -4.67632
H -0.97282 -1.36244 -4.70690
H -4.89137 -2.24966 -3.64431
H -6.60700 -1.24482 -2.17158
H -5.92894 -0.33700 0.02396
H -4.40497 0.44092 1.34296
H -3.17353 -2.18870 2.25825
H -4.90907 -1.86705 2.14362
H -3.90800 -0.96353 3.29540
H -1.50251 -0.39640 1.63531
H -2.37926 0.88883 2.46190
H -1.99975 1.02241 0.73367
H -2.39258 -3.50274 0.35433
H -0.25150 -3.96943 1.60902
H 4.67541 -4.02919 0.74236
H 5.27513 -3.34317 3.03350
H 3.63023 -2.14784 4.42257
H 1.68676 -1.43730 4.85700
H -0.83901 -2.08172 3.29174
H -0.65770 -1.78395 5.01914
H 0.02812 -3.24744 4.29689
H 0.35136 0.14769 2.62824
H 1.78620 0.62596 3.53972
H 0.22466 0.47268 4.36023
H 1.46289 -3.08018 -0.89326
H 2.92193 -5.70881 -0.30885
H 1.73464 -5.44889 -1.59683
H 1.23635 -5.36840 0.09816
H 4.36801 -3.83835 -1.42796
H 3.64061 -2.23438 -1.63651
H 3.08726 -3.60411 -2.61709
Cl 3.65312 0.02812 -0.15747
C 1.83419 0.39232 0.24238
H 1.81166 1.46569 0.07504
H 1.87637 0.22775 1.31472
C 0.13823 1.73562 -4.01924
C 1.02929 1.48326 -2.78070
C 2.47607 1.39163 -3.27835
C 0.62245 0.12672 -2.20281
C 0.79760 2.64613 -1.82695
C -0.44686 2.77249 -1.20508
C -0.71020 3.81596 -0.33578
C 0.26880 4.76668 -0.06472
C 1.50355 4.65802 -0.67996
C 1.76318 3.60782 -1.55582
H 0.31277 0.96460 -4.77276
H 0.38162 2.70907 -4.45349
H -0.92134 1.72954 -3.76422
H 2.74401 2.28113 -3.85681
H 3.18043 1.26523 -2.45830
H 2.56897 0.52389 -3.93499
H 0.68057 -0.58023 -3.05511
H -1.19495 2.00819 -1.37842
H -1.67758 3.88126 0.14820
H 0.06908 5.57710 0.62565
H 2.28115 5.38335 -0.47146
H 2.74644 3.52624 -1.99945
*
```

Results
HOMO level (alpha / beta) (Ha): -0.1234 / -0.1412
⟨S²⟩: 0.777
Frontier orbital gap (alpha / beta) (eV): 6.112 / 6.491

It is 2 that is the most stable of them.